Entry from the Open Molecules 2025 dataset: 5 unconnected molecules or ions with the total composition C29H59N4O14P2S5 in a non-equilibrium geometry (ωB97M-V/def2-TZVPD).

Last columns: bonded neighbours and bond lengths (Å).
CARTESIAN COORDINATES (ANGSTROEM)
1 C 1.06463 -3.14952 2.31280  C2 1.598, H39 1.174, H40 1.195, H41 1.196
2 C 1.03134 -3.40952 0.73663  C1 1.598, C3 1.621, H42 1.198, H43 1.195
3 C -0.27598 -3.18815 -0.19538  C2 1.621, P4 1.888, C8 1.684, C25 1.665
4 P -1.43874 -4.60958 0.24321  C3 1.888, N5 1.656, O6 1.782, O7 1.725
5 N -1.11672 -5.35818 1.68519  P4 1.656, H44 1.047
6 O -1.25503 -5.96388 -0.90058  P4 1.782, H45 1.012
7 O -3.13283 -4.29841 0.34026  P4 1.725, H46 1.022
8 C 0.47140 -3.64151 -1.63461  C3 1.684, O9 1.425, H47 1.196, H48 1.194
9 O -0.34059 -3.83124 -2.79040  C8 1.425, S10 1.669
10 S -1.77569 -2.98460 -2.88186  O9 1.669, O11 1.521, O12 1.581, C13 1.856
11 O -2.91721 -3.95900 -2.63457  S10 1.521
12 O -1.94102 -2.49936 -4.37733  S10 1.581
13 C -1.60762 -1.44942 -1.85156  S10 1.856, C14 1.611, C22 1.684, C25 1.681
14 C -3.01462 -0.66773 -1.92590  C13 1.611, C15 1.631, H49 1.178, H50 1.199
15 C -4.41288 -1.44262 -1.60490  C14 1.631, C16 1.673, H51 1.165, H52 1.191
16 C -5.36243 -0.46990 -0.62982  C15 1.673, C17 1.639, H53 1.195, H54 1.171
17 C -6.90665 -1.01864 -0.65773  C16 1.639, N18 1.512, H55 1.192, H56 1.182
18 N -7.48644 -1.38146 0.69069  C17 1.512, C19 1.513, H57 1.059
19 C -7.35300 -2.85236 1.01684  N18 1.513, N20 1.373, N21 1.534
20 N -7.76872 -3.90736 0.24281  C19 1.373, H58 1.049
21 N -6.73618 -3.21169 2.37513  C19 1.534, H59 1.064, H60 1.054
22 C -0.60898 -0.53629 -2.85370  C13 1.684, O23 1.359, O24 1.477
23 O -0.85905 0.76344 -3.16179  C22 1.359
24 O 0.58855 -1.06236 -3.53871  C22 1.477
25 C -0.91713 -1.65743 -0.33307  C3 1.665, C13 1.681, C26 1.626, C34 1.663
26 C -2.02241 -1.23543 0.78280  C25 1.626, C27 1.633, H61 1.176, H62 1.198
27 C -1.61118 -1.29248 2.36178  C26 1.633, C28 1.674, H63 1.194, H64 1.165
28 C -2.66439 -0.37115 3.28030  C27 1.674, C29 1.668, C33 1.649
29 C -2.25071 1.20208 3.65096  C28 1.668, C30 1.668, H65 1.178
30 C -3.27189 2.10692 4.60976  C29 1.668, C31 1.673, H66 1.194
31 C -4.69359 1.46385 5.21255  C30 1.673, C32 1.671, H67 1.182
32 C -5.06664 -0.10999 4.79397  C31 1.671, C33 1.661, H68 1.179
33 C -4.06687 -1.03323 3.84192  C28 1.649, C32 1.661, H69 1.172
34 C 0.34643 -0.60722 -0.07713  C25 1.663, P35 1.858, H70 1.197, H71 1.196
35 P 0.11433 1.23645 -0.04646  C34 1.858, O36 1.619, O37 1.704, O38 1.784
36 O 0.54452 1.91488 1.35921  P35 1.619
37 O -1.35049 1.99912 -0.46776  P35 1.704, H72 1.010
38 O 1.32777 1.90482 -1.17124  P35 1.784, H73 1.022
39 H 0.10400 -3.40166 2.93894  C1 1.174
40 H 1.38477 -2.05289 2.66248  C1 1.195
41 H 1.91827 -3.84804 2.77511  C1 1.196
42 H 1.32779 -4.56533 0.62862  C2 1.198
43 H 1.96979 -2.84072 0.26274  C2 1.195
44 H -1.97414 -5.33327 2.28540  N5 1.047
45 H -2.11987 -6.48913 -0.88479  O6 1.012
46 H -3.65672 -4.92877 -0.27014  O7 1.022
47 H 1.07877 -4.66359 -1.50023  C8 1.196
48 H 1.33525 -2.83639 -1.81309  C8 1.194
49 H -3.09421 0.34994 -1.33697  C14 1.178
50 H -3.16349 -0.35226 -3.07262  C14 1.199
51 H -4.32638 -2.45660 -1.03794  C15 1.165
52 H -5.07994 -1.62343 -2.57516  C15 1.191
53 H -4.91234 -0.63450 0.46470  C16 1.195
54 H -5.23182 0.66519 -0.88542  C16 1.171
55 H -6.94004 -1.91661 -1.44024  C17 1.192
56 H -7.56854 -0.14577 -1.10249  C17 1.182
57 H -6.97141 -0.80318 1.41329  N18 1.059
58 H -8.19378 -3.50210 -0.62603  N20 1.049
59 H -7.33309 -4.00973 2.74847  N21 1.064
60 H -5.78281 -3.64268 2.24614  N21 1.054
61 H -3.05592 -1.79357 0.73528  C26 1.176
62 H -2.33700 -0.08656 0.65908  C26 1.198
63 H -1.82124 -2.41039 2.72409  C27 1.194
64 H -0.54948 -0.90034 2.63743  C27 1.165
65 H -1.25955 1.72416 3.28522  C29 1.178
66 H -2.96518 3.22180 4.90704  C30 1.194
67 H -5.38597 2.10982 5.91925  C31 1.182
68 H -6.04173 -0.63986 5.19293  C32 1.179
69 H -4.32088 -2.14690 3.58144  C33 1.172
70 H 0.85665 -0.76404 0.99404  C34 1.197
71 H 1.23181 -0.89642 -0.82666  C34 1.196
72 H -1.83073 2.33797 0.35421  O37 1.010
73 H 1.31402 2.89433 -0.91742  O38 1.022
74 C 3.04169 5.33612 3.12209  S75 1.809, H78 1.092, H79 1.092, H80 1.092
75 S 3.11646 3.53050 3.20380  C74 1.809, O76 1.500, C77 1.809
76 O 3.00046 3.13935 4.64748  S75 1.500
77 C 4.86051 3.39566 2.74260  S75 1.809, H81 1.092, H82 1.093, H83 1.093
78 H 2.03818 5.65554 3.41253  C74 1.092
79 H 3.77266 5.77210 3.80698  C74 1.092
80 H 3.24299 5.66370 2.09961  C74 1.092
81 H 5.47875 3.95191 3.45089  C77 1.092
82 H 5.00233 3.78683 1.73214  C77 1.093
83 H 5.14485 2.34099 2.76440  C77 1.093
84 C 8.55760 5.30857 0.38408  S85 1.809, H88 1.092, H89 1.092, H90 1.092
85 S 7.29481 4.69983 -0.75932  C84 1.809, O86 1.500, C87 1.809
86 O 6.10651 4.28840 0.05883  S85 1.500
87 C 8.17960 3.19329 -1.22845  S85 1.809, H91 1.092, H92 1.093, H93 1.093
88 H 8.19988 6.23765 0.83380  C84 1.092
89 H 8.73685 4.57151 1.17026  C84 1.092
90 H 9.48176 5.50531 -0.16412  C84 1.092
91 H 8.38236 2.58737 -0.34242  C87 1.092
92 H 9.11644 3.45936 -1.72412  C87 1.093
93 H 7.55412 2.62457 -1.92053  C87 1.093
94 C 8.63544 -0.44509 -2.23140  S95 1.809, H98 1.092, H99 1.092, H100 1.092
95 S 9.62385 0.03906 -0.79571  C94 1.809, O96 1.500, C97 1.809
96 O 10.54207 1.14238 -1.23187  S95 1.500
97 C 10.59971 -1.48232 -0.72033  S95 1.809, H101 1.092, H102 1.093, H103 1.093
98 H 7.96827 0.38098 -2.48812  C94 1.092
99 H 9.28891 -0.65969 -3.08018  C94 1.092
100 H 8.03974 -1.32661 -1.98372  C94 1.092
101 H 11.13135 -1.63271 -1.66269  C97 1.092
102 H 9.93948 -2.33020 -0.52195  C97 1.093
103 H 11.32345 -1.39062 0.09296  C97 1.093
104 C -4.35512 4.84344 -4.93582  S105 1.809, H108 1.092, H109 1.092, H110 1.092
105 S -4.28035 3.03781 -4.85411  C104 1.809, O106 1.500, C107 1.809
106 O -4.39634 2.64667 -3.41042  S105 1.500
107 C -2.53630 2.90298 -5.31530  S105 1.809, H111 1.092, H112 1.093, H113 1.093
108 H -5.35862 5.16286 -4.64538  C104 1.092
109 H -3.62415 5.27942 -4.25092  C104 1.092
110 H -4.15382 5.17102 -5.95829  C104 1.092
111 H -1.91806 3.45923 -4.60701  C107 1.092
112 H -2.39448 3.29415 -6.32577  C107 1.093
113 H -2.25195 1.84831 -5.29351  C107 1.093

Calculated values
- strongest force on any atom (hartree/bohr) = 0.1713
- net charge = -1
- HOMO-LUMO gap (eV) = 6.9
- DFT total energy (eV) = -138390.8097